No. 1
85
Properties=species:S:1:pos:R:3 method="wB97M-V/def2-TZVPD" charge=+1 gap_ev="6.59 / 4.76" relative_energy_kj_mol=0.0 lumo_energy_ev="-3.34 / -4.77" e_homo_ev="-9.930 / -9.529"
Ce 0.7002 -0.3402 0.9189
C -3.6664 -5.1822 -2.9850
C -2.9400 -3.9423 -2.5222
C -2.6757 -2.8870 -3.3394
C -1.9055 -1.7599 -2.9283
C -1.6331 -0.8631 -3.9839
N -0.5713 -0.1378 -4.1849
C 0.6840 -0.3185 -3.4528
C 1.8776 0.3732 -4.0919
C 1.9159 1.9004 -3.9356
N 1.2750 2.3311 -2.6878
C 0.3778 3.2661 -2.6489
C -0.4698 3.5710 -1.5728
C -1.3645 4.6579 -1.7452
C -2.3002 4.9823 -0.8087
C -3.2433 6.1510 -0.9572
C -2.3532 4.1479 0.3234
C -1.5281 3.0656 0.5341
C -1.7604 2.3002 1.7557
N -1.2145 1.2255 2.1379
C -1.6925 0.7757 3.4704
C -1.3654 -0.6606 3.8012
C -2.0436 -1.6695 2.9023
N -1.6601 -1.5397 1.4796
C -1.8811 -2.5799 0.7761
C -1.8965 -2.6857 -0.6814
C -2.5276 -3.8035 -1.1827
C -1.5060 -1.6051 -1.5459
O -0.9475 -0.5552 -1.0921
C -0.5053 2.7558 -0.4024
O 0.3476 1.8150 -0.2206
H -3.9704 -5.0961 -4.0285
H -4.5607 -5.3642 -2.3854
H -3.0260 -6.0622 -2.8950
H -3.0143 -2.9234 -4.3731
H -2.3546 -0.8262 -4.7962
H -0.5581 0.4303 -5.0171
H 0.8895 -1.3845 -3.3953
H 0.5316 -0.0109 -2.4321
H 1.9467 0.1289 -5.1551
H 2.7564 -0.0710 -3.6298
H 1.3933 2.3940 -4.7517
H 2.9471 2.2454 -3.9694
H 1.3722 1.7941 -1.8301
H 0.2562 3.8342 -3.5674
H -1.2868 5.2466 -2.6564
H -3.1245 6.6306 -1.9281
H -3.0605 6.9030 -0.1868
H -4.2825 5.8304 -0.8633
H -3.1026 4.3654 1.0821
H -2.5272 2.7409 2.3957
H -2.7733 0.9222 3.5282
H -1.2270 1.4112 4.2203
H -1.6819 -0.8461 4.8269
H -0.2928 -0.8050 3.7894
H -3.1238 -1.5169 2.9542
H -1.8391 -2.6771 3.2607
H -2.2262 -3.4880 1.2751
H -2.7928 -4.5937 -0.4839
N 3.0328 0.9678 0.2869
C 4.0065 0.5357 -0.7414
C 4.0860 -0.9806 -0.8766
C 2.8324 -1.6079 -1.4433
O 2.8963 -2.2436 -2.4711
O 1.7003 -1.3820 -0.8024
H 3.0202 1.9725 0.3648
H 3.3542 0.6293 1.1853
H 4.9976 0.9076 -0.5055
H 3.7268 0.9825 -1.7001
H 4.2883 -1.4168 0.1019
H 4.8951 -1.2419 -1.5471
O 2.7075 -1.3126 1.8086
C 1.8996 -1.8098 2.6393
O 0.7832 -2.2796 2.2308
C 2.1730 -1.6237 4.0851
C 2.4240 -2.6657 4.9680
C 2.7053 -2.3828 6.2947
C 2.7110 -1.0600 6.7218
C 2.4304 -0.0235 5.8409
C 2.1586 -0.2876 4.4996
S 1.7130 1.0274 3.3986
H 2.4131 -3.6905 4.6098
H 2.9129 -3.1860 6.9894
H 2.9252 -0.8333 7.7589
H 2.4123 1.0047 6.1850


No. 2
79
Properties=species:S:1:pos:R:3 method="wB97M-V/def2-TZVPD" charge=-2 gap_ev="1.87 / 5.36" relative_energy_kj_mol=0.0 multiplicity=2 lumo_energy_ev="4.58 / 4.54" e_homo_ev="2.706 / -0.815"
Pd -1.0994 0.0561 0.2079
O -0.7516 -1.8668 -1.2504
N -0.8532 -1.7255 -2.5414
C 0.0896 -2.3241 -3.3048
C 0.0800 -2.2683 -4.6733
C -0.9358 -1.5365 -5.2949
C -1.8724 -0.9053 -4.5167
C -1.8765 -0.9763 -3.1034
S -3.0063 -0.2123 -2.1025
H 0.8409 -2.8346 -2.7205
H 0.8660 -2.7596 -5.2294
H -0.9780 -1.4556 -6.3751
H -2.6665 -0.3191 -4.9586
C -2.7215 -4.4148 2.9372
C -2.1744 -3.1453 2.2811
C -3.1084 -2.7046 1.1627
C -0.7540 -3.3796 1.7697
C 0.1714 -4.0820 2.7629
O 1.4591 -3.5624 2.4503
C 1.1982 -2.3442 1.8223
N -0.0108 -2.1541 1.4750
C 2.3742 -1.4889 1.6712
C 3.5499 -1.9407 2.3053
C 4.7399 -1.2542 2.2421
C 4.7992 -0.0439 1.5416
C 3.6532 0.4275 0.9316
C 2.4269 -0.2522 0.9522
P 1.0585 0.5339 0.0100
C 1.4327 2.2996 0.4087
C 1.9671 3.2318 -0.4731
C 2.1695 4.5516 -0.0783
C 1.8584 4.9529 1.2098
C 1.3388 4.0229 2.1056
C 1.1175 2.7184 1.7043
C 1.6771 0.4488 -1.7278
C 2.8699 -0.1458 -2.1286
C 3.2277 -0.1796 -3.4723
C 2.3976 0.3809 -4.4308
C 1.1924 0.9560 -4.0438
C 0.8291 0.9750 -2.7075
H -3.7558 -4.2625 3.2545
H -2.1455 -4.7245 3.8125
H -2.7174 -5.2429 2.2203
H -2.1149 -2.3474 3.0307
H -3.2174 -3.5057 0.4244
H -2.7416 -1.8211 0.6429
H -4.0989 -2.4662 1.5612
H -0.8191 -3.9605 0.8365
H 0.1999 -5.1680 2.6783
H -0.0799 -3.8026 3.7955
H 3.5036 -2.8693 2.8554
H 5.6171 -1.6487 2.7429
H 5.7191 0.5258 1.4855
H 3.7114 1.3707 0.3999
H 2.2274 2.9339 -1.4810
H 2.5741 5.2647 -0.7878
H 2.0163 5.9799 1.5177
H 1.0878 4.3242 3.1160
H 0.6718 2.0039 2.3881
H 3.5279 -0.5856 -1.3898
H 4.1591 -0.6504 -3.7652
H 2.6721 0.3476 -5.4792
H 0.5168 1.3611 -4.7877
H -0.1354 1.3749 -2.4050
C -2.5889 3.5944 2.2433
C -2.7215 2.5707 1.1053
C -2.1464 3.1790 -0.1785
C -4.2157 2.2914 0.8711
C -2.0719 1.2227 1.4273
H -3.1142 4.5303 2.0138
H -1.5376 3.8319 2.4200
H -3.0069 3.1887 3.1701
H -2.6858 4.1001 -0.4362
H -2.2374 2.4694 -1.0031
H -1.0895 3.4226 -0.0555
H -4.7516 3.2203 0.6331
H -4.6706 1.8473 1.7613
H -4.3329 1.5857 0.0480
H -1.7839 1.2352 2.4952


No. 3
86
Properties=species:S:1:pos:R:3 method="wB97M-V/def2-TZVPD" charge=+1 gap_ev="5.47 / 7.52" relative_energy_kj_mol=0.0 multiplicity=3 lumo_energy_ev="-2.71 / -2.84" e_homo_ev="-8.180 / -10.358"
Ti -0.0410 -0.0121 -1.1912
N -1.4983 -2.8999 -0.1851
C -0.5195 -3.1444 -1.0904
N -0.1757 -4.3912 -1.3136
C 0.7947 -4.5641 -2.2372
N 1.2213 -5.8204 -2.4248
N 1.3409 -3.6035 -2.9796
C 0.9440 -2.3681 -2.6904
N 0.0661 -2.0672 -1.6826
C 1.4062 -1.2418 -3.4431
C 2.2993 -1.3639 -4.5138
C 2.5745 -0.2604 -5.2779
C 1.9322 0.9589 -4.9687
C 1.1289 1.0315 -3.8668
N 0.8993 -0.0282 -3.0469
H -1.9970 -3.7198 0.1243
H -2.0696 -2.0726 -0.3075
H 0.7600 -6.5720 -1.9454
H 1.8770 -6.0109 -3.1606
H 2.7211 -2.3366 -4.7234
H 3.2498 -0.3254 -6.1199
H 2.0682 1.8364 -5.5866
H 0.6344 1.9527 -3.5926
C 2.3946 3.2801 -1.7290
P 1.8008 1.9542 -0.6263
C 3.2097 0.8265 -0.4543
C 4.5442 1.2259 -0.4873
C 5.5564 0.2867 -0.3559
C 5.2485 -1.0585 -0.1858
C 3.9242 -1.4676 -0.1464
C 2.9172 -0.5224 -0.2841
C 1.6926 2.7784 0.9955
C 1.0913 4.0318 1.0994
C 0.9626 4.6499 2.3357
C 1.4303 4.0211 3.4815
C 2.0244 2.7695 3.3867
C 2.1510 2.1472 2.1520
H 3.1774 3.8684 -1.2520
H 1.5672 3.9391 -1.9909
H 2.7800 2.8319 -2.6433
H 4.7980 2.2715 -0.6147
H 6.5908 0.6043 -0.3881
H 6.0435 -1.7861 -0.0873
H 3.6735 -2.5136 -0.0230
H 1.8951 -0.8897 -0.2401
H 0.7203 4.5377 0.2147
H 0.5060 5.6301 2.4012
H 1.3441 4.5107 4.4434
H 2.4052 2.2807 4.2757
H 2.6250 1.1752 2.0886
O -7.6131 -2.9875 -0.4408
C -6.5619 -2.6023 0.3088
O -6.4877 -2.9378 1.4566
C -5.5083 -1.7689 -0.3565
C -4.6240 -1.0841 0.4690
C -3.6024 -0.3183 -0.0691
C -3.4201 -0.2337 -1.4539
S -2.0949 0.6622 -2.2094
C -4.3164 -0.9193 -2.2771
C -5.3469 -1.6692 -1.7348
H -7.6037 -2.5567 -1.3033
H -4.7568 -1.1638 1.5406
H -2.9325 0.2192 0.5890
H -4.1866 -0.8698 -3.3505
H -5.9971 -2.2065 -2.4182
C 0.2399 -1.5529 2.6100
N -0.4299 -0.2979 2.9241
C -0.7685 -0.1049 4.3335
C -1.0013 1.3567 4.6390
C -1.9534 1.9361 3.6191
N -1.4678 1.6794 2.2666
C -1.9478 2.5952 1.2372
C -0.7866 0.5627 1.9567
O -0.4666 0.3295 0.7541
H -0.3421 -2.3866 3.0055
H 1.2334 -1.5723 3.0619
H 0.3250 -1.6790 1.5393
H 0.0610 -0.4916 4.9262
H -1.6500 -0.7045 4.5797
H -0.0566 1.9009 4.5988
H -1.4140 1.4646 5.6415
H -2.0295 3.0163 3.7374
H -2.9598 1.5209 3.7385
H -1.6855 3.6139 1.5216
H -3.0324 2.5278 1.1388
H -1.5059 2.3627 0.2781